Formula: C17H22N2O4RhSe2
Source: the OMol25 dataset
Level of theory: ωB97M-V with the def2-TZVPD basis set

Results
LUMO = 2.7 eV
total charge = -1
Kohn-Sham gap = 6.630 eV
highest occupied orbital energy = -3.9 eV
ΔE to the lowest compared entry with this formula, charge and spin = 0.0 kcal per mole
calculated total energy = -162859.75085 eV

Structure (XYZ):
```
48
C17H22N2O4RhSe2 | the OMol25 dataset | ωB97M-V with the def2-TZVPD basis set
Rh 0.4114 0.6903 -0.4347
C 4.1282 2.0081 1.1811
C 2.7242 1.4539 1.1294
O 2.2960 1.2895 -0.0683
C 2.0695 1.1916 2.3213
C 0.7637 0.6507 2.5074
C 0.2542 0.4362 3.9046
N 0.0064 0.3459 1.4978
N -1.2654 -0.1557 1.7458
C -1.8978 -0.3450 0.6248
O -1.4256 -0.1154 -0.5617
C -3.2919 -0.8665 0.6871
C -4.0768 -0.8524 -0.4618
C -5.3813 -1.3258 -0.4207
C -5.9110 -1.8191 0.7628
C -5.1294 -1.8320 1.9122
C -3.8287 -1.3563 1.8758
H 4.1317 3.0103 0.7488
H 4.7756 1.3881 0.5590
H 4.5243 2.0490 2.1939
H 2.6208 1.4126 3.2246
H 1.0099 0.7188 4.6352
H -0.0251 -0.6077 4.0488
H -0.6498 1.0251 4.0633
H -3.6612 -0.4556 -1.3788
H -5.9857 -1.3076 -1.3196
H -6.9283 -2.1909 0.7921
H -5.5372 -2.2139 2.8405
H -3.2086 -1.3535 2.7618
O -3.9118 1.5417 -3.2710
C -3.0888 2.5854 -3.7875
C -1.7054 2.5852 -3.1160
C -0.9951 3.8509 -3.6770
O 0.2984 3.6830 -4.2038
C -1.0270 1.2587 -3.4997
Se 0.7830 0.8897 -2.8260
C -1.9505 2.7182 -1.6091
Se -0.3993 2.9192 -0.4423
H -4.7761 1.6073 -3.6841
H -3.5640 3.5608 -3.6135
H -2.9509 2.4593 -4.8690
H -0.9958 4.6126 -2.8853
H -1.5853 4.2540 -4.5086
H 0.7953 3.0830 -3.6156
H -0.9386 1.2154 -4.5872
H -1.6664 0.4407 -3.1739
H -2.5317 1.8764 -1.2463
H -2.5329 3.6278 -1.4276
```


Formula: C18H28AlNO5P2
Source: the OMol25 dataset
Level of theory: ωB97M-V with the def2-TZVPD basis set

Results
LUMO (alpha / beta) = -8.3 / -8.3 eV
total charge = +2
Kohn-Sham gap (alpha / beta) = 4.448 / 4.339 eV
highest occupied orbital energy (alpha / beta) = -12.7 / -12.7 eV
calculated total energy = -56009.45303 eV

Structure (XYZ):
```
55
C18H28AlNO5P2 | the OMol25 dataset | ωB97M-V with the def2-TZVPD basis set
Al 0.0206 0.1551 -0.2755
P 2.2867 -0.4308 -0.2208
C 2.3865 -1.2218 -1.8179
C 1.1693 -1.4637 -2.4945
N -0.0363 -1.0761 -1.9049
C -1.2057 -1.3789 -2.5081
C -1.2626 -2.2339 -3.6011
C -0.0707 -2.6241 -4.2088
C 1.1377 -2.1575 -3.7355
C -2.4543 -0.7177 -1.9429
P -2.0541 0.8487 -1.1408
H 2.0983 -2.3455 -4.2269
H -2.2331 -2.5161 -3.9991
H -0.0875 -3.2776 -5.0663
H -3.1838 -0.5343 -2.7332
H -2.9252 -1.3663 -1.1954
H 2.6508 1.6739 -3.0534
H 3.2713 -1.1199 -2.4639
H 0.9840 2.8989 -1.7093
O 2.7520 2.6132 -2.9312
H 2.7550 2.9735 -3.8647
H 0.4882 2.1555 -0.3461
O 0.4843 3.1432 -0.9214
H 0.9446 3.8146 -0.3426
C -2.0276 2.0276 -2.5217
H -2.9273 1.8610 -3.1354
H -2.0475 3.0593 -2.1350
H -1.1385 1.8760 -3.1548
C -3.4724 1.3416 -0.1361
H -3.2234 2.2552 0.4243
H -4.3535 1.5397 -0.7654
H -3.7210 0.5469 0.5806
C 2.5817 -2.0211 0.6573
H 3.5712 -2.3687 0.3081
H 2.5455 -1.9558 1.7526
H 1.8376 -2.7469 0.2892
C 3.6492 0.6803 0.2487
H 3.4802 1.0383 1.2785
H 4.6052 0.1389 0.2182
H 3.7095 1.5462 -0.4259
O -0.5560 2.0265 3.9874
C -0.7009 0.7349 4.3588
C -0.8919 0.4934 5.7273
C -1.0017 -0.8178 6.1874
C -0.9264 -1.8908 5.2892
C -0.7649 -1.6643 3.9252
C -0.6724 -0.3545 3.4337
C -0.4969 -0.1204 2.0334
O -0.5964 -1.0611 1.1523
O -0.1579 1.0680 1.5739
H -0.3779 2.0195 3.0151
H -0.9634 1.3385 6.4093
H -1.1495 -0.9905 7.2561
H -1.0148 -2.9193 5.6561
H -0.7139 -2.4930 3.2159
```


Formula: C5H14N3
Source: the OMol25 dataset
Level of theory: ωB97M-V with the def2-TZVPD basis set

Results
LUMO = -4.9 eV
total charge = +1
Kohn-Sham gap = 7.585 eV
highest occupied orbital energy = -12.4 eV
ΔE to the lowest compared entry with this formula, charge and spin = 54.5 kcal per mole
calculated total energy = -9874.80403 eV

Structure (XYZ):
```
22
C5H14N3 | the OMol25 dataset | ωB97M-V with the def2-TZVPD basis set
C 2.6204 -0.0783 -1.0208
C 2.3449 -0.2157 0.4774
C 0.4286 -1.1587 1.6998
N 1.1969 -1.1199 0.6656
H 2.8272 -1.0847 -1.4697
H 1.7709 0.3923 -1.5590
H 3.4964 0.5389 -1.2252
H 3.2065 -0.6411 1.0291
H 2.0528 0.7516 0.9146
H -0.3205 -1.9179 1.7371
H 0.6204 -0.4355 2.5000
H 0.9956 -1.7761 -0.0979
C -2.2652 1.2861 0.9330
N -2.5722 0.0811 -1.6680
C -1.3755 0.5358 -1.1365
N -1.1248 1.0237 0.0310
H -2.3764 2.3709 1.0284
H -2.0328 0.8599 1.9040
H -3.2367 0.8717 0.5869
H -2.4482 -0.5248 -2.4333
H -3.2597 -0.2544 -1.0122
H -0.5485 0.4950 -1.8843
```


Formula: C6H12O
Source: the OMol25 dataset
Level of theory: ωB97M-V with the def2-TZVPD basis set

Results
LUMO = 0.8 eV
Kohn-Sham gap = 9.191 eV
highest occupied orbital energy = -8.3 eV
ΔE to the lowest compared entry with this formula, charge and spin = 97.1 kcal per mole
calculated total energy = -8460.14490 eV

Structure (XYZ):
```
19
C6H12O | the OMol25 dataset | ωB97M-V with the def2-TZVPD basis set
C 2.0829 -0.7738 -0.4520
C 0.7137 -0.3318 0.0929
O 0.7968 -0.3099 1.5116
C 0.3120 1.0131 -0.4815
C -1.4752 1.3575 0.4602
C -2.0668 0.0505 0.2411
C -0.3757 -1.2470 -0.2827
H 2.8360 -0.0106 -0.2306
H 2.0630 -0.9241 -1.5342
H 2.3730 -1.7084 0.0359
H 1.0105 0.6039 1.7197
H 1.1718 1.6738 -0.6796
H -0.2421 1.0156 -1.4033
H -1.2237 1.6213 1.4836
H -1.8578 2.1778 -0.1423
H -2.6762 -0.0924 -0.6376
H -2.3908 -0.5117 1.1063
H -0.2524 -1.7211 -1.2667
H -0.7989 -1.8827 0.4592
```